9
Properties=species:S:1:pos:R:3 method="wB97M-V/def2-TZVPD" orbital_gap_ev=10.44 smiles="C=C(F)CBr"
Br 1.955 2.020 -0.054
F 1.394 -1.462 -0.637
C -0.735 -0.591 -0.948
C 0.862 0.469 0.713
C 0.470 -0.520 -0.412
H -1.224 -1.175 -1.739
H -1.304 0.274 -0.732
H 0.059 1.050 1.086
H 1.560 0.168 1.370

---

94
Properties=species:S:1:pos:R:3 method="wB97M-V/def2-TZVPD" total_charge=+1 orbital_gap_ev=4.13
Co 5.034 0.853 -2.144
Co 5.270 0.227 0.684
P 6.536 -0.086 2.485
Si -2.536 3.080 -0.587
O 2.268 1.275 -1.314
O 2.611 -0.195 1.800
O 5.376 3.181 -3.856
O 4.928 -1.293 -4.093
O -1.636 0.509 1.787
O 5.758 -2.450 -0.374
O -2.302 2.521 1.005
C -1.265 1.775 1.470
C 4.604 -1.489 3.925
C 7.653 -1.549 2.415
C 9.283 3.559 3.413
C 7.086 2.555 3.223
C 2.115 5.403 2.463
C 9.378 -2.757 1.190
C 4.248 3.988 1.302
C 3.669 0.029 1.361
C 5.545 -1.385 0.038
C -1.479 4.603 -0.711
C -1.801 -2.072 4.542
C -1.574 0.062 3.175
C 6.194 1.210 -0.502
C 7.717 -2.518 3.429
C 9.059 1.173 3.010
C 9.858 2.301 3.215
C 4.974 -0.441 -3.310
C 2.325 4.054 2.773
C 5.245 2.249 -3.180
C -4.348 3.513 -0.741
C 3.725 -1.719 4.987
C 9.423 -3.727 2.197
C 3.743 -0.879 6.106
C 7.888 3.686 3.407
C -1.599 -1.466 3.159
C 5.293 3.324 0.584
C 5.527 0.421 5.100
C 5.469 1.993 0.436
C -2.061 1.714 -1.760
C 0.025 2.221 1.516
C 7.656 1.295 2.972
C 8.485 -1.685 1.286
C 3.372 3.342 2.201
C 3.366 1.088 -1.651
C 3.017 6.062 1.610
C 4.084 5.374 1.062
C 4.645 0.187 6.156
C -1.684 -3.594 4.595
C 8.588 -3.605 3.312
C 5.499 -0.404 3.965
H -2.659 0.807 -1.585
H 8.447 -0.940 0.489
H -0.643 -1.812 2.736
H -5.000 2.639 -0.601
H 2.890 7.122 1.389
H 8.616 -4.358 4.101
H 3.030 -2.558 4.934
H 7.283 1.310 -0.629
H -0.997 1.447 -1.676
H -2.400 -1.812 2.487
H -0.409 4.372 -0.631
H -2.252 2.051 -2.791
H 9.909 4.438 3.573
H -1.878 -3.936 5.613
H 4.668 0.844 7.027
H 7.418 4.659 3.543
H 4.609 -2.171 3.072
H 5.997 2.660 3.255
H 6.026 3.973 0.070
H 10.111 -4.569 2.115
H -1.745 5.306 0.091
H 9.520 0.195 2.883
H 1.646 3.559 3.466
H 3.062 -1.064 6.935
H -0.680 -3.927 4.318
H 1.271 5.947 2.884
H 10.036 -2.830 0.322
H 3.518 2.284 2.427
H -1.662 5.094 -1.677
H 10.945 2.198 3.213
H 4.825 5.861 0.418
H -0.658 0.453 3.635
H -4.635 4.271 0.002
H 0.774 1.585 1.986
H -2.454 0.460 3.701
H 6.245 1.237 5.162
H -1.066 -1.625 5.221
H -2.791 -1.770 4.903
H -2.407 -4.084 3.936
H -4.549 3.926 -1.741
H 0.233 3.206 1.119
H 7.085 -2.424 4.313

---

16
Properties=species:S:1:pos:R:3 method="wB97M-V/def2-TZVPD" multiplicity=3 orbital_gap_ev="5.93 / 8.63"
Si -0.680 1.888 1.512
Si -0.591 -2.220 -0.506
Si 0.838 -0.900 -1.669
Si 0.306 1.335 -1.599
N 0.343 0.981 2.612
H 1.094 2.497 -1.656
H 2.015 -1.322 -1.013
H -0.633 3.374 1.972
H -0.493 -3.538 -0.097
H -1.934 1.004 1.585
H -1.055 1.731 -2.064
H -0.830 -1.371 0.750
H 1.208 -1.051 -3.031
H 0.072 0.008 2.805
H 1.345 1.036 2.583
H -1.741 -2.140 -1.279

---

43
Properties=species:S:1:pos:R:3 method="wB97M-V/def2-TZVPD" orbital_gap_ev=8.47 smiles="CCCCNC(=O)CCn1nc(-c2ccc(Cl)cc2)ccc1=O"
Cl -1.587 4.577 4.220
O 1.084 -1.341 -3.314
O 0.907 -2.184 1.415
N 1.422 -0.152 -1.413
N 1.036 0.656 -0.450
N 1.103 -3.152 -0.612
C 2.735 -0.746 -1.234
C -0.907 -3.877 -2.913
C -0.150 1.190 -0.472
C -1.173 3.602 2.857
C -1.684 3.922 1.608
C -1.050 0.917 -1.545
C 0.650 -0.539 -2.500
C -0.656 0.078 -2.530
C -0.335 2.509 3.023
C 2.787 -1.538 0.075
C -0.707 -5.358 -3.218
C 1.499 -2.311 0.362
C -1.355 3.138 0.518
C -1.202 -3.597 -1.438
C -0.007 1.734 1.929
C -0.076 -3.980 -0.477
C -0.514 2.038 0.666
H -1.418 -2.532 -1.313
H 0.205 -5.026 -0.623
H 0.051 2.268 4.001
H -2.330 4.777 1.493
H -2.037 1.353 -1.543
H -0.031 -3.313 -3.236
H 1.566 -3.155 -1.508
H -1.740 3.402 -0.456
H -1.555 -5.939 -2.861
H 0.629 0.870 2.040
H 2.908 -1.377 -2.108
H -0.417 -3.850 0.553
H -0.616 -5.508 -4.291
H 0.196 -5.743 -2.749
H -2.095 -4.153 -1.143
H -1.296 -0.189 -3.358
H -1.755 -3.513 -3.498
H 2.929 -0.856 0.913
H 3.483 0.051 -1.214
H 3.624 -2.237 0.048

---

22
Properties=species:S:1:pos:R:3 method="wB97M-V/def2-TZVPD" total_charge=+1 orbital_gap_ev=9.13
S -0.737 0.061 -2.105
N -2.285 0.768 -0.197
N 1.780 0.868 -0.277
C 2.165 0.270 -1.574
C 0.974 -0.678 -2.073
C -0.570 -0.689 0.509
C -1.348 -0.697 1.775
C -1.158 -0.027 2.906
C -1.188 0.104 -0.459
H -0.442 -1.753 0.101
H -1.648 -0.123 3.830
H -2.698 1.517 -0.687
H 1.164 -0.787 -3.093
H 2.984 -0.340 -1.294
H 2.474 1.116 -2.101
H -2.667 0.513 0.679
H -0.266 0.625 3.009
H 0.960 -1.560 -1.463
H 2.509 0.741 0.576
H 0.596 -0.309 0.602
H -2.206 -1.467 1.776
H 1.606 1.845 -0.439

---

23
Properties=species:S:1:pos:R:3 method="wB97M-V/def2-TZVPD" total_charge=-1 multiplicity=2 orbital_gap_ev="6.98 / 4.01"
O -2.357 2.217 0.262
N 1.480 0.550 0.912
N 3.456 -0.542 -0.173
N -1.647 -0.136 0.461
C -0.565 -0.080 -0.502
C 2.202 -0.698 0.690
C 0.483 0.972 -0.108
C -2.737 -0.897 -0.122
H 0.840 1.531 -1.062
H 1.484 -1.470 0.310
H 2.362 -1.108 1.690
H 2.080 1.316 1.101
H 2.434 -0.640 -0.961
H -3.573 -0.990 0.607
H -0.143 -1.104 -0.511
H -2.137 0.985 0.392
H 1.496 -0.954 -1.966
H -2.731 2.661 1.027
H 4.125 -1.129 0.377
H -2.355 -1.915 -0.408
H -0.049 1.781 0.538
H -3.155 -0.329 -0.985
H -0.991 -0.022 -1.567

---

92
Properties=species:S:1:pos:R:3 method="wB97M-V/def2-TZVPD" orbital_gap_ev=7.05
P 2.322 0.102 -0.018
Mg -0.238 0.045 -0.104
F -4.163 -1.709 -1.466
F -4.180 0.372 -3.551
F -3.348 -2.131 -3.430
F -1.494 -0.338 -4.398
F -0.392 0.793 -2.910
F -0.327 -1.351 -2.872
F -4.168 1.078 -1.508
F -2.244 -2.674 -1.659
F -2.776 1.895 -2.941
O -1.925 -0.112 -0.848
N -0.261 -1.832 0.938
N -0.022 1.892 0.524
N -1.297 -3.932 0.947
C -0.179 -4.569 0.255
C 1.108 2.267 1.216
C -2.242 2.851 0.977
C -0.785 3.903 -0.640
C -2.530 -1.959 1.727
C 3.462 3.048 2.652
C 3.212 -2.518 -0.197
C -3.038 -1.727 -2.195
C -1.019 2.883 0.303
C -2.400 -4.805 1.366
C -3.387 0.775 -2.542
C -4.086 5.798 -0.596
C 4.703 3.476 3.396
C 3.157 -1.344 0.793
C 2.279 3.791 2.725
C -1.293 -2.600 1.165
C -2.529 1.823 2.043
C 0.879 -5.128 1.202
C -2.341 -0.323 -2.117
C 1.147 3.425 2.034
C -2.518 -5.006 2.877
C -1.147 -0.298 -3.118
C 3.277 0.719 -1.487
C 3.269 -0.279 -2.649
C -3.220 3.798 0.676
C -3.014 4.793 -0.264
C -1.779 4.833 -0.905
C 2.313 1.508 1.135
C 0.544 4.009 -1.339
C 3.445 1.925 1.850
C 4.680 1.267 -1.241
C 4.508 -1.183 1.490
H -4.485 5.628 -1.600
H -0.588 -5.366 -0.365
H 4.041 -1.040 -2.522
H -4.917 5.738 0.108
H -4.171 3.749 1.201
H -2.801 2.313 2.980
H -2.551 -0.920 1.415
H 4.090 -2.438 -0.839
H -3.340 -4.436 0.957
H 0.262 -3.851 -0.435
H 4.506 3.587 4.465
H 4.435 -0.571 2.386
H 0.937 3.022 -1.581
H 0.558 -2.360 0.658
H 5.038 1.760 -2.149
H -1.530 -5.103 3.330
H -1.589 5.607 -1.645
H 2.306 -0.782 -2.755
H -2.220 -5.769 0.896
H 0.451 4.588 -2.259
H 0.440 -5.861 1.880
H 0.249 4.025 2.109
H 5.259 -0.748 0.827
H 1.282 4.501 -0.699
H 2.254 4.686 3.341
H 4.869 -2.170 1.793
H -3.079 -5.918 3.087
H -3.446 -2.440 1.394
H 4.368 1.366 1.754
H 1.325 -4.332 1.804
H 2.332 -2.567 -0.846
H 4.693 2.001 -0.436
H -3.367 1.186 1.747
H 5.386 0.468 -1.003
H 2.640 1.562 -1.774
H -3.692 6.816 -0.572
H 5.074 4.437 3.032
H -3.034 -4.178 3.360
H 5.503 2.744 3.277
H 2.420 -1.591 1.565
H 1.674 -5.620 0.638
H -2.487 -1.995 2.816
H 3.290 -3.463 0.345
H 3.476 0.241 -3.587
H -1.658 1.197 2.231

---

96
Properties=species:S:1:pos:R:3 method="wB97M-V/def2-TZVPD" orbital_gap_ev=9.50 smiles=CC(C)O.CC(C)O.CC(C)O.CC(C)O.CC(C)O.CC(C)O.CC(C)O.O.O.O.O
O 1.685 0.922 -3.704
O -2.774 -3.557 -5.421
O 4.034 -4.137 -2.932
O -3.178 4.445 2.917
O -0.986 1.360 -4.734
O 1.724 1.966 -1.038
O -3.985 -2.920 4.182
O 3.440 -1.338 -3.113
O 1.142 6.652 0.688
O 2.772 4.230 0.383
O 0.431 -1.262 4.578
C 2.044 -5.052 -1.904
C -2.992 -0.833 4.978
C -2.949 -1.486 2.540
C 1.574 -1.909 3.971
C 2.537 -0.839 3.510
C 0.890 1.182 -0.190
C -0.529 1.211 -0.753
C -2.068 3.680 2.405
C 1.338 -0.258 -0.103
C 3.898 -4.076 -0.489
C -0.077 6.680 -0.194
C -0.983 3.674 3.483
C 1.006 -2.753 2.830
C 3.523 -4.776 -1.774
C -1.842 -5.735 -4.806
C -1.144 -3.609 -3.617
C -2.263 -4.349 -4.317
C -3.725 -1.562 3.854
C -2.527 2.254 2.006
C -0.131 5.397 -0.994
C 0.011 7.909 -1.114
H 0.422 -2.083 2.189
H 2.392 -0.337 0.177
H -0.278 -3.362 -4.226
H -1.978 -1.962 2.701
H -2.665 -6.333 -5.214
H -0.934 2.227 -0.768
H 1.600 1.657 -1.967
H 0.633 5.348 -1.775
H -1.087 -5.705 -5.605
H 2.823 -0.576 -3.233
H -3.107 -4.495 -3.637
H -1.774 0.875 -4.438
H -3.512 -2.056 1.798
H 1.804 -5.452 -2.891
H -0.465 4.633 3.511
H 2.130 1.225 -4.508
H 0.841 1.689 0.776
H 4.973 -4.108 -0.342
H 1.722 -5.859 -1.231
H -2.823 -0.465 2.185
H -1.717 1.541 2.199
H 0.750 -0.590 5.189
H -3.146 -3.376 4.313
H -2.024 -3.387 -6.006
H 4.140 -1.201 -3.766
H -3.900 4.363 2.284
H 3.693 -3.209 -2.946
H 2.182 4.970 0.142
H -0.823 -4.207 -2.752
H -1.677 4.176 1.501
H -1.116 5.272 -1.451
H -3.360 -1.084 5.973
H -1.223 0.655 -0.112
H 3.000 -0.269 4.315
H -1.924 -1.088 4.976
H 0.254 -3.399 3.286
H -1.597 -2.734 -3.158
H -3.061 0.249 4.823
H 3.608 -3.024 -0.562
H 0.770 -0.781 0.665
H -1.462 3.545 4.460
H -1.224 2.296 -4.663
H 3.300 -1.322 2.885
H 0.724 0.893 -3.933
H 0.915 7.268 1.396
H 0.922 7.927 -1.711
H 1.440 -4.167 -1.678
H -2.818 2.176 0.959
H -0.793 7.877 -1.876
H 2.079 -2.599 4.666
H 1.181 -0.766 -1.056
H -1.440 -6.356 -3.995
H -0.983 6.777 0.419
H 2.463 3.427 -0.092
H -0.586 0.769 -1.747
H -0.138 8.845 -0.575
H 2.043 -0.116 2.853
H 0.053 4.536 -0.349
H 4.038 -5.747 -1.770
H -0.277 2.864 3.335
H -3.340 1.901 2.647
H -4.691 -1.064 3.732
H 1.775 -3.223 2.231
H 3.376 -4.590 0.317

---

12
Properties=species:S:1:pos:R:3 method="wB97M-V/def2-TZVPD" orbital_gap_ev=9.04
O -0.618 -0.420 2.636
O -0.272 2.150 -1.384
N -0.177 0.758 0.593
N 0.302 -1.176 -0.646
N -0.438 -1.293 1.623
N 0.365 -0.020 -1.621
C -0.256 -0.583 0.649
C -0.044 1.076 -0.709
H -0.311 -0.390 -2.392
H 1.304 -1.364 -0.301
H 0.674 2.148 -1.876
H -0.528 -0.886 3.427

---

18
Properties=species:S:1:pos:R:3 method="wB97M-V/def2-TZVPD" orbital_gap_ev=8.58 smiles="C=C/C(N)=C/C.O"
O -3.507 -1.268 0.241
N 1.087 -0.336 -1.395
C -0.157 0.964 0.190
C 1.318 -0.673 1.139
C 2.636 -0.791 1.203
C 0.754 -0.013 -0.045
C -1.036 1.548 -0.815
H -0.801 2.617 -0.723
H -2.690 -1.301 -0.251
H 1.329 -1.319 -1.738
H 3.350 -0.601 0.363
H 0.743 0.308 -2.054
H 0.634 -1.018 1.997
H 2.955 -1.255 2.123
H -0.964 1.134 -1.802
H -0.369 1.394 1.160
H -2.075 1.400 -0.600
H -3.209 -0.791 1.005

---

The evaluated ΔE to the lowest compared entry with this formula, charge and spin for the records listed, in turn: 13.57; 0.00; 0.00; 0.29; 64.23; 133.96; 17.23; 0.00; 88.05; 62.45 kcal per mole.